Entry 1:
{"formula": "C10H27ClO5RhS4Si3", "method": "ωB97M-V with the def2-TZVPD basis set", "total_charge": -1, "s2": 6.02, "fmax_ev_per_a": 4.47, "homo_energy_ev": [-3.98, -5.01], "multiplicity": 5, "de_lowest_kcal_mol": 59.6, "homo_lumo_gap_ev": [5.87, 5.34], "species": ["Rh", "Cl", "S", "S", "S", "S", "Si", "Si", "Si", "O", "O", "O", "O", "O", "C", "C", "C", "C", "C", "C", "C", "C", "C", "C", "H", "H", "H", "H", "H", "H", "H", "H", "H", "H", "H", "H", "H", "H", "H", "H", "H", "H", "H", "H", "H", "H", "H", "H", "H", "H", "H"], "coordinates": [[-0.971, 0.429, 0.034], [-0.757, 0.241, -1.968], [-2.849, 2.335, -0.656], [-5.053, -1.216, -1.479], [-4.652, 1.758, -0.325], [-3.187, -1.726, -1.236], [-0.935, 1.621, 2.484], [-0.712, -1.722, 2.488], [1.767, 0.146, 1.587], [-2.592, -1.022, -0.020], [-0.007, 1.417, -2.368], [-1.989, 0.161, -2.721], [1.579, 0.262, -0.050], [0.019, -0.952, -2.221], [0.164, -2.320, 4.095], [2.774, 1.666, 2.207], [-0.059, 0.000, 2.049], [-0.293, -2.902, 1.033], [2.575, 0.301, -1.038], [-2.562, -1.929, 2.941], [-2.821, 1.480, 2.765], [2.917, -1.322, 2.019], [-0.279, 2.183, 4.203], [-0.462, 3.108, 1.341], [3.305, -0.496, -0.875], [3.793, 1.621, 1.826], [2.343, 2.604, 1.871], [-3.296, 0.881, 1.999], [-0.023, -2.326, 0.147], [-0.166, 2.774, 0.341], [1.225, -2.485, 3.958], [-3.299, 2.454, 2.760], [-0.276, -3.247, 4.450], [-3.198, -1.555, 2.148], [-1.156, -3.508, 0.776], [-2.827, -1.411, 3.858], [2.101, 0.163, -2.008], [0.749, 2.520, 4.150], [2.838, 1.698, 3.290], [3.078, 1.272, -1.025], [-0.875, 3.000, 4.595], [0.377, 3.649, 1.766], [-3.028, 1.014, 3.721], [0.534, -3.570, 1.260], [2.501, -2.269, 1.700], [-1.285, 3.804, 1.214], [0.043, -1.579, 4.879], [-0.328, 1.362, 4.907], [3.879, -1.200, 1.527], [-2.802, -2.981, 3.082], [3.108, -1.377, 3.085]], "forces_ev_per_angstrom": [[-0.1, -1.1, 2.9], [0.0, -0.2, -4.5], [-0.9, 0.0, 0.2], [0.1, -0.1, 0.0], [0.7, 0.2, -0.3], [-0.8, -1.0, -0.4], [0.5, -0.1, 1.6], [0.3, 0.0, 0.4], [-0.4, -0.1, 1.1], [0.9, 1.0, 1.0], [0.3, 0.4, -0.1], [0.1, 0.4, -0.3], [-0.3, 0.1, -0.3], [0.2, -0.3, 0.2], [-0.3, 0.1, -0.7], [-0.5, -0.5, -0.3], [-0.7, 0.5, -0.3], [-0.1, 0.4, 0.5], [0.3, 0.1, -0.3], [0.5, 0.4, -0.3], [0.6, -0.1, -0.4], [-0.6, 0.5, -0.3], [-0.3, 0.0, -0.6], [0.0, -0.7, 0.1], [0.1, 0.0, 0.0], [0.1, -0.1, -0.1], [-0.1, 0.2, -0.1], [-0.1, -0.2, -0.1], [0.0, 0.0, 0.0], [0.1, 0.2, -0.1], [0.3, 0.0, -0.1], [0.0, 0.3, 0.0], [-0.1, -0.2, 0.1], [-0.1, 0.1, -0.1], [-0.2, -0.1, 0.0], [0.1, 0.1, 0.2], [0.1, 0.0, 0.1], [0.3, 0.1, 0.0], [0.0, -0.1, 0.2], [0.1, 0.0, 0.0], [-0.2, 0.3, 0.2], [0.2, 0.1, 0.1], [0.1, -0.1, 0.3], [0.2, -0.1, 0.1], [-0.1, -0.2, -0.1], [-0.2, 0.0, 0.0], [-0.1, 0.2, 0.2], [0.0, -0.3, 0.2], [0.2, 0.1, -0.1], [0.2, -0.2, 0.0], [0.0, 0.1, 0.2]]}



Entry 2:
{"formula": "C3H14O3S2", "method": "ωB97M-V with the def2-TZVPD basis set", "total_charge": -1, "s2": 0.75, "fmax_ev_per_a": 3.83, "homo_energy_ev": [-3.68, -3.55], "multiplicity": 2, "de_lowest_kcal_mol": 7.6, "homo_lumo_gap_ev": [6.59, 3.67], "species": ["S", "S", "O", "O", "O", "C", "C", "C", "H", "H", "H", "H", "H", "H", "H", "H", "H", "H", "H", "H", "H", "H"], "coordinates": [[1.063, 0.891, -2.822], [-1.632, 0.073, 1.470], [-2.409, -0.995, -1.220], [-0.528, 1.744, 4.101], [-0.304, -2.137, -2.934], [2.176, -0.213, -0.020], [0.823, -0.498, 0.498], [-0.065, 0.657, 0.656], [0.166, -1.269, -2.942], [2.563, -0.941, -0.732], [-2.001, -0.736, -0.285], [-1.195, -1.845, -2.652], [-0.263, 1.249, -0.247], [-1.069, 1.728, 4.902], [0.032, 1.718, -2.996], [2.893, -0.097, 0.805], [-3.104, -0.333, -1.357], [-0.920, 1.255, 3.394], [2.188, 0.796, -0.477], [0.825, -0.956, 1.477], [0.411, 1.294, 1.475], [0.350, -1.383, -0.093]], "forces_ev_per_angstrom": [[0.3, 0.1, -0.1], [0.2, 0.6, -0.2], [0.4, 0.4, 0.6], [1.2, 1.3, 1.7], [0.0, 1.1, -0.2], [1.6, 1.3, 0.0], [-1.1, -3.5, -1.0], [-1.0, 1.2, 2.4], [-0.4, -1.0, 0.0], [0.0, 0.0, 0.0], [-1.0, -0.3, -1.2], [0.3, -0.2, 0.3], [0.1, -0.1, 0.0], [-0.1, -0.3, -0.7], [-0.3, 0.1, 0.0], [0.1, -0.2, -0.1], [0.4, -0.2, 0.2], [-1.1, -1.0, -1.0], [0.1, -0.5, -0.2], [0.5, -0.1, 0.4], [-0.4, -0.2, -1.4], [0.4, 1.7, 0.5]]}



Entry 3:
{"formula": "C3H12IN6O3", "method": "ωB97M-V with the def2-TZVPD basis set", "total_charge": -1, "fmax_ev_per_a": 2.82, "homo_energy_ev": -5.47, "de_lowest_kcal_mol": 10.8, "homo_lumo_gap_ev": 8.43, "species": ["I", "O", "O", "O", "N", "N", "N", "N", "N", "N", "C", "C", "C", "H", "H", "H", "H", "H", "H", "H", "H", "H", "H", "H", "H"], "coordinates": [[1.936, 1.269, -1.691], [-0.357, 0.579, 3.509], [0.970, -4.061, 0.130], [-3.069, 0.946, -0.560], [-0.311, -2.333, -0.603], [-1.505, 2.388, -1.320], [-0.174, 1.016, 1.283], [1.701, 0.843, 2.465], [-1.549, 0.264, -2.093], [1.863, -1.969, -0.096], [0.869, -2.869, -0.144], [0.346, 0.878, 2.534], [-2.072, 1.176, -1.265], [2.237, 1.261, 1.724], [-0.625, 0.428, -2.473], [2.733, -2.336, 0.242], [-2.036, 3.158, -0.959], [-0.411, -1.382, -0.904], [1.681, -1.004, -0.374], [-0.545, 2.513, -1.614], [0.485, 1.347, 0.589], [2.194, 0.323, 3.170], [-1.160, 1.030, 1.074], [-2.037, -0.613, -2.109], [-1.164, -2.852, -0.513]], "forces_ev_per_angstrom": [[0.1, 0.2, -0.1], [1.3, 0.6, -0.4], [0.2, 0.2, 0.3], [0.5, 0.1, -0.5], [-0.5, -0.1, -0.2], [0.5, 1.2, 0.0], [0.2, 0.8, -0.3], [1.2, 0.2, 1.3], [0.3, -0.7, -0.3], [0.1, 0.0, 0.2], [-1.0, -0.3, -0.5], [-2.1, -1.8, -0.5], [-1.9, 0.0, 0.8], [-0.2, -0.2, -0.2], [-0.1, -0.4, -0.2], [0.2, 0.5, -0.1], [0.2, -0.1, 0.3], [0.3, 0.2, 0.3], [0.7, -0.3, 0.2], [0.0, 0.0, -0.1], [-0.5, -0.2, -0.4], [-0.1, 0.3, 0.1], [0.0, 0.2, 0.4], [0.4, -0.1, -0.1], [0.2, -0.2, 0.1]]}